DFT (wB97M-V/def2-TZVPD) results for one molecule with the formula C18H28O4.

```
50
C18H28O4 | the OMol25 dataset | wB97M-V/def2-TZVPD
C -3.11 1.14 0.40
O -1.73 1.02 0.12
C -1.10 -0.25 0.35
C 0.43 -0.15 0.27
C 0.85 0.79 1.47
O 0.73 0.17 2.77
C 1.26 0.93 3.87
C 0.96 0.17 5.16
C -0.45 -0.49 5.37
O -0.02 0.70 6.07
C 1.21 -1.49 0.35
C 2.53 -1.23 -0.42
C 2.24 -0.06 -1.40
C 2.16 -0.37 -2.91
C 1.33 -1.62 -3.18
C -0.10 -1.16 -2.85
C 0.06 0.28 -2.39
C 1.17 0.72 -3.37
C 0.87 0.53 -1.07
C -3.93 0.54 -0.77
C -3.73 1.12 -2.20
O -4.90 1.39 -1.40
H -3.45 2.16 0.54
H -3.35 0.64 1.34
H -1.33 -0.57 1.38
H -1.58 -0.99 -0.31
H 1.90 1.09 1.33
H 0.24 1.69 1.42
H 2.34 1.07 3.80
H 0.77 1.93 3.81
H 1.83 -0.40 5.53
H -0.51 -1.35 6.01
H -1.18 -0.35 4.58
H 0.65 -2.30 -0.15
H 1.34 -1.81 1.39
H 2.93 -2.09 -0.93
H 3.31 -0.95 0.32
H 3.05 0.67 -1.21
H 3.15 -0.40 -3.42
H 1.36 -1.95 -4.24
H 1.61 -2.49 -2.55
H -0.72 -1.21 -3.75
H -0.53 -1.77 -2.06
H -0.88 0.87 -2.41
H 1.54 1.73 -3.24
H 0.92 0.57 -4.43
H 0.96 1.60 -0.93
H -4.17 -0.50 -0.66
H -3.08 2.01 -2.34
H -3.80 0.42 -3.06
```

Output
charge = 0
M = 308.418 g/mol
LUMO level = 0.73 eV
energy above the lowest of the compared OMol25 structures with the same formula, charge and spin = 87.1 kcal per mole
electronic energy = -1003.48345 hartree
highest occupied orbital energy = -0.3511 Ha
spin multiplicity = 1
HOMO-LUMO gap = 0.3780 Ha